{"formula": "C3H5N2", "method": "ωB97M-V/def2-TZVPD", "total_energy_ha": -226.335305, "smiles": "[H]/N=C\\C1=[NH+]C1", "molar_mass_g_mol": 69.09, "fmax_ev_per_a": 5.40, "total_charge": 1, "gap_ev": 9.65, "lumo_ev": -5.72, "relative_energy_kj_mol": 674.9, "elements": ["C", "C", "C", "N", "N", "H", "H", "H", "H", "H"], "positions_angstrom": [[0.09715, -0.12029, 0.54768], [1.27682, 0.01769, -0.63500], [-1.16828, -0.41898, -0.01522], [-2.09441, 0.43096, -0.18591], [1.28113, 0.18403, 0.72322], [1.44316, -0.83754, -1.16412], [0.94742, 0.92315, -1.19309], [-1.51927, -1.65712, 0.17485], [-1.97553, 1.31987, 0.12531], [1.71183, 0.15823, 1.62228]], "nbo_charge": [0.431, -0.119, -0.007, -0.485, -0.399, 0.233, 0.227, 0.295, 0.359, 0.465]}

{"formula": "C3H7CdO3", "method": "ωB97M-V/def2-TZVPD", "total_energy_ha": -511.610481, "molar_mass_g_mol": 203.50, "fmax_ev_per_a": 3.87, "total_charge": 1, "gap_ev": 8.06, "lumo_ev": -5.67, "relative_energy_kj_mol": 16.4, "elements": ["O", "C", "C", "O", "C", "Cd", "H", "H", "H", "H", "H", "H", "O", "H"], "positions_angstrom": [[-1.55906, -0.82583, 0.88046], [-0.54444, -1.77265, 0.79449], [0.73366, -1.27947, 1.47113], [1.02927, 0.08025, 1.05875], [1.53970, 0.28252, -0.23956], [-0.91228, 0.90204, 0.57058], [-0.31765, -2.02987, -0.26130], [-0.81867, -2.72287, 1.28984], [1.60058, -1.92046, 1.26408], [0.59552, -1.20389, 2.55616], [2.48790, 0.82787, -0.16508], [1.68320, -0.65910, -0.78290], [0.55845, 1.13281, -0.82525], [0.98284, 1.95935, -1.14629]], "nbo_charge": [-0.975, -0.113, -0.115, -0.610, 0.201, 1.694, 0.154, 0.211, 0.210, 0.222, 0.197, 0.203, -0.815, 0.538]}

{"formula": "C34H39ClN4O6", "method": "ωB97M-V/def2-TZVPD", "total_energy_ha": -2449.262417, "molar_mass_g_mol": 635.16, "fmax_ev_per_a": 14.07, "gap_ev": 7.82, "lumo_ev": 0.03, "elements": ["C", "C", "N", "C", "C", "N", "C", "C", "H", "H", "H", "H", "H", "H", "H", "H", "H", "H", "H", "Cl", "N", "C", "C", "C", "C", "C", "H", "H", "H", "H", "H", "N", "C", "C", "C", "C", "C", "H", "H", "H", "H", "H", "C", "C", "C", "C", "C", "C", "O", "O", "H", "H", "H", "H", "H", "H", "C", "C", "C", "C", "C", "C", "O", "O", "H", "H", "H", "H", "H", "H", "C", "C", "C", "C", "C", "C", "O", "O", "H", "H", "H", "H", "H", "H"], "positions_angstrom": [[2.59686, 0.09950, -2.83118], [1.20086, 0.25350, -3.46818], [0.19286, -0.35050, -2.53818], [-0.38714, -1.67850, -2.69318], [-1.25714, -1.76750, -1.62518], [-1.18314, -0.49650, -0.94518], [-0.35314, 0.34350, -1.57118], [-2.01014, -0.26350, 0.30482], [3.25686, 0.99850, -3.30918], [3.09186, -0.97350, -2.97718], [2.62586, 0.61150, -1.82118], [0.99786, -0.32950, -4.48318], [1.15586, 1.31450, -3.89518], [-0.05614, -2.27950, -3.56018], [-1.85614, -2.57050, -1.36318], [-0.32314, 1.58950, -1.42118], [-2.76414, 0.27650, 0.12882], [-1.41514, 0.31150, 1.06482], [-2.32314, -1.15050, 0.80082], [-0.70014, 4.02150, -2.17018], [-4.99614, -2.26450, -0.89118], [-5.81814, -2.55750, -1.99018], [-6.74314, -3.57650, -2.03818], [-6.94314, -4.37150, -0.86918], [-6.08214, -4.14050, 0.23982], [-5.11314, -3.11250, 0.18882], [-5.73014, -2.01150, -2.88518], [-7.40814, -3.75650, -2.82118], [-7.68014, -5.01050, -0.81918], [-5.99114, -4.73950, 1.11782], [-4.51314, -2.96050, 1.10682], [-4.97714, -2.27050, 4.18482], [-5.87614, -1.75950, 3.28182], [-5.57914, -0.57550, 2.55282], [-4.32514, 0.02050, 2.78082], [-3.40314, -0.57350, 3.60582], [-3.78214, -1.73950, 4.31382], [-6.67014, -2.39650, 3.05882], [-6.27114, -0.24250, 1.66482], [-4.19514, 0.97350, 2.15782], [-2.37414, -0.24150, 3.81182], [-3.07214, -2.28750, 4.92782], [2.09786, -3.42350, 1.03282], [3.50486, -3.13450, 0.42182], [3.93886, -1.82550, 0.15882], [2.96186, -0.74050, 0.47282], [1.64286, -1.06050, 0.98482], [1.23386, -2.43350, 1.26482], [-0.10114, -2.73050, 1.54282], [5.17786, -1.49950, -0.43618], [1.98486, -4.39350, 1.16482], [4.18286, -4.06850, 0.23282], [3.30286, 0.22350, 0.19282], [0.94486, -0.11450, 1.07382], [-0.19314, -3.74150, 1.86582], [5.48986, -0.73450, -0.42318], [1.73786, 2.17950, 3.51082], [2.26386, 2.43050, 2.10982], [1.34886, 2.58450, 1.20082], [-0.02914, 2.75150, 1.49282], [-0.53614, 2.71350, 2.74682], [0.33286, 2.33350, 3.85682], [-0.05114, 2.07050, 5.09682], [1.71586, 2.76050, -0.17518], [2.51386, 1.85950, 4.17182], [3.35486, 2.50450, 1.91882], [-0.67114, 2.86250, 0.88082], [-1.66414, 2.72450, 2.71382], [0.69786, 1.65150, 5.62282], [1.03186, 2.94450, -0.86218], [5.52386, 2.12650, -3.18718], [5.11186, 3.53750, -3.76118], [4.48486, 4.47950, -3.01318], [4.18686, 4.30150, -1.57918], [4.73186, 3.17850, -1.01718], [5.37386, 2.15150, -1.76618], [6.00886, 1.07650, -1.11818], [3.97586, 5.60050, -3.61218], [5.93986, 1.27850, -3.74418], [5.08486, 3.56550, -4.88518], [3.75886, 5.03550, -1.02418], [4.71886, 2.99350, 0.17382], [6.56386, 1.45950, -0.44818], [3.37486, 6.15550, -3.15918]], "lowdin_charge": [-0.088, -0.189, -0.068, 0.039, 0.012, -0.032, -0.064, 0.028, 0.099, 0.124, 0.059, 0.144, 0.138, 0.133, 0.093, 0.124, 0.006, 0.098, 0.070, -0.493, 0.058, -0.126, -0.058, -0.024, -0.055, -0.151, 0.084, 0.083, 0.044, 0.089, 0.097, 0.042, -0.137, -0.079, -0.120, -0.080, -0.162, 0.074, 0.141, 0.129, 0.107, 0.103, -0.016, 0.027, -0.253, 0.008, 0.018, -0.350, -0.039, 0.086, 0.045, 0.133, 0.069, 0.124, 0.180, -0.083, 0.030, -0.026, -0.322, -0.046, 0.012, -0.317, 0.030, -0.068, 0.081, 0.113, -0.011, 0.134, 0.148, -0.043, 0.038, 0.007, -0.314, 0.015, -0.046, -0.328, -0.020, 0.047, 0.109, 0.118, 0.083, 0.150, 0.097, 0.089]}